Density functional theory data (the ωB97M-V functional and the def2-TZVPD basis) for a cluster of 3 separate species, C18H25BrF2N3O11P in total at a distorted geometry.

Geometry as XYZ:
```
61
Properties=species:S:1:pos:R:3:mulliken_charge:R:1
O 3.087 -1.375 3.040 -0.1732
C -1.123 -2.158 1.418 -1.2931
F -3.116 5.230 -1.461 -0.3100
H -1.132 -5.102 -1.256 0.3701
C 0.240 0.434 -1.502 0.3874
H -1.116 2.681 -0.750 0.5919
H 5.123 -1.600 3.426 0.2902
C -4.289 2.725 0.432 0.5383
O -3.264 3.346 -0.225 -0.1588
C -3.853 4.112 -1.265 0.2901
C 2.081 -1.037 3.883 0.5893
F 4.614 0.182 5.704 -0.2956
H 0.388 -5.146 -2.099 0.4264
C 2.880 -0.624 0.158 -1.0350
H 0.690 2.882 1.242 0.4433
O -4.151 1.812 1.175 -0.4835
O 3.108 0.317 -3.335 -0.5134
H -5.972 4.559 -1.468 0.2831
H 3.553 -1.434 -0.081 0.2978
C 1.597 -1.329 -2.373 0.2728
H -0.720 2.357 2.164 0.2821
H -0.763 3.827 1.123 0.3542
N -0.328 -2.081 -1.086 0.7558
H -0.887 -1.250 1.965 0.2916
N -1.446 1.871 -3.389 -0.8646
H -2.441 0.617 -1.502 -0.0292
O 2.569 -0.505 5.040 -0.3270
C 0.738 -1.063 -1.106 1.1103
H -0.335 -2.873 1.629 0.3188
P -1.407 0.592 -2.456 0.4873
C 2.145 0.055 -2.793 -0.0258
H 2.903 -2.716 -3.098 0.3261
O 1.201 0.955 -2.414 -0.3603
C -0.431 -4.490 -1.819 -1.6950
O -5.481 3.289 0.112 -0.3468
H 4.092 -1.749 5.640 0.2999
H -3.870 3.523 -2.185 0.3301
H -1.626 -0.568 -3.225 -0.0128
H 3.557 -1.755 -1.900 0.2447
H 4.560 0.067 3.201 0.2870
C 4.308 -0.907 3.622 -0.5015
C -1.333 -1.852 -0.045 0.6737
C -0.774 1.973 -0.001 0.0094
H 3.227 0.369 0.429 0.2165
C -0.397 2.815 1.235 -1.5306
H -1.598 1.532 -4.334 0.2363
Br 0.689 -1.966 -3.993 -0.0455
H 1.034 -0.692 1.101 -0.0459
C 0.194 -3.437 -0.919 0.5209
H -0.872 -4.050 -2.703 0.3374
C 3.948 -0.821 5.082 0.2957
O -2.368 -1.440 -0.381 -0.5262
O 0.409 1.282 -0.398 -0.3736
C 1.533 -0.798 0.148 -0.4871
H -1.578 1.304 0.304 0.1742
H -5.193 5.330 -0.072 0.2749
O 1.025 -3.736 -0.160 -0.3544
O 0.929 -1.188 3.647 -0.4549
C -5.212 4.437 -0.699 -0.4819
H -2.078 -2.499 1.801 0.4824
N 2.732 -2.234 -2.230 -0.3643
```

Results
Highest occupied orbital energy, eV: -8.2
Calculated total energy, eV: -130824.9516
LUMO level, eV: 0.1
Total charge: 0
Largest force on an atom, eV/A: 6.48

=====

Density functional theory data (the ωB97M-V functional and the def2-TZVPD basis) for the ion CH6FN4 with charge +1 at a distorted geometry.

Geometry as XYZ:
```
12
Properties=species:S:1:pos:R:3:mulliken_charge:R:1
N -2.571 0.095 -0.424 -0.3140
N 0.616 0.597 0.028 -0.3573
H 1.765 -1.174 -0.587 0.3637
H 0.321 1.158 -0.768 0.3006
H -0.553 -0.340 1.658 0.2940
H 2.571 0.174 -0.818 0.4237
F -0.582 -1.446 0.016 -0.2995
H 2.248 -0.106 0.811 0.4215
N 1.767 -0.225 -0.164 -0.3367
H -3.325 0.736 -0.552 0.2771
C -0.611 -0.150 0.560 0.3953
N -1.647 0.682 0.240 -0.1685
```

Results
Highest occupied orbital energy, eV: -14.4
Calculated total energy, eV: -9801.6053
LUMO level, eV: -4.3
Total charge: +1
Relative energy (zero: lowest compared OMol25 entry of this formula, charge and spin), eV: 1.086
Largest force on an atom, eV/A: 4.99

=====

Density functional theory data (the ωB97M-V functional and the def2-TZVPD basis) for a structure of composition C14H36FeN3O5 at a distorted geometry.

Geometry as XYZ:
```
59
Properties=species:S:1:pos:R:3:mulliken_charge:R:1
H 19.313 -24.785 1.783 0.4339
H 22.639 -25.929 0.008 0.3316
H 23.740 -19.384 -2.886 0.3561
O 21.477 -24.286 -0.480 -0.3474
C 23.849 -20.206 -2.180 -1.3193
H 21.979 -24.578 1.543 0.6666
H 20.546 -22.730 2.302 -0.0674
C 18.689 -18.279 0.194 0.3187
C 23.021 -18.550 3.006 -0.9580
H 19.810 -17.966 1.888 0.3069
H 20.942 -20.980 3.577 0.3651
N 20.367 -21.814 0.437 0.0203
C 18.285 -19.415 -0.735 -0.8929
H 22.648 -16.974 0.112 0.3161
O 21.760 -19.538 -1.092 -0.7318
C 19.378 -17.115 -0.520 -1.5491
H 20.658 -22.155 -0.488 0.3664
C 23.102 -17.236 1.069 -1.0755
H 19.898 -16.511 0.220 0.3485
C 22.483 -25.241 -0.823 -0.7564
H 17.603 -19.025 -1.494 0.5285
H 18.915 -19.143 1.965 0.2615
H 23.971 -19.060 2.828 0.4172
O 23.249 -20.570 0.101 -0.7293
C 20.434 -23.052 1.264 0.6066
H 19.173 -19.834 -1.213 0.1367
H 15.969 -21.093 0.952 0.2938
H 23.443 -20.333 5.210 0.4145
C 22.525 -19.748 5.242 -1.6400
H 15.820 -20.609 -0.723 0.3344
O 22.388 -18.249 1.745 0.1260
H 16.100 -19.345 0.467 0.2893
N 19.611 -18.781 1.297 -0.4511
C 19.168 -23.906 1.162 -1.6627
H 23.212 -17.604 3.519 0.4627
O 17.740 -20.510 -0.017 -0.3883
H 21.203 -18.676 4.032 0.1219
H 22.573 -23.137 0.899 0.3526
H 18.269 -23.311 1.379 0.4340
H 23.439 -24.776 -1.091 0.2721
H 22.704 -18.893 5.905 0.4266
H 22.495 -21.200 3.244 0.2971
H 24.107 -17.594 0.828 0.3516
H 24.869 -20.195 -1.805 0.3648
H 17.779 -17.896 0.669 0.4842
C 22.864 -20.107 -1.027 0.9459
H 18.803 -24.184 0.166 0.3381
H 18.611 -16.449 -0.922 0.4591
H 21.741 -20.224 5.837 0.4163
H 19.949 -17.502 -1.362 0.3011
H 23.662 -21.143 -2.706 0.2921
H 23.187 -16.273 1.578 0.3053
N 21.714 -20.574 3.044 -0.5182
Fe 21.408 -19.931 0.998 1.4221
C 22.041 -19.355 3.847 0.2554
H 22.149 -25.739 -1.732 0.2612
H 19.374 -21.668 0.239 0.0246
C 21.693 -23.793 0.830 -0.9317
C 16.332 -20.382 0.218 -0.8088
```

Results
Highest occupied orbital energy (spin up / spin down), eV: -11.6 / -11.0
Calculated total energy, eV: -64192.6428
Multiplicity: 5
<S²>: 6.01
LUMO level (spin up / spin down), eV: -2.5 / -2.5
Total charge: +1
Relative energy (zero: lowest compared OMol25 entry of this formula, charge and spin), eV: 1.044
Largest force on an atom, eV/A: 2.43

=====

Density functional theory data (the ωB97M-V functional and the def2-TZVPD basis) for the molecule C9H17N3O4 at a distorted geometry.

Geometry as XYZ:
```
33
Properties=species:S:1:pos:R:3:mulliken_charge:R:1
O -0.212 -2.139 0.380 -0.7490
H 1.808 0.785 -0.428 0.5069
H 3.428 -1.993 -1.043 0.3486
O -1.105 2.330 1.441 -0.6907
N -2.070 -2.046 2.130 -0.8404
H 2.440 2.050 -2.242 0.3650
C 0.989 0.438 -0.990 0.0293
H -2.235 0.009 3.509 0.2626
H 0.020 -1.386 -2.965 0.3680
H -3.210 2.218 3.699 0.2200
H 1.516 -1.976 -3.512 0.4941
H -2.531 -0.181 1.136 0.2643
H -0.477 0.148 3.319 0.2756
O 1.623 2.074 -2.727 -0.5134
C -1.717 1.855 2.382 0.6678
H -2.940 -2.151 1.561 0.2809
N -0.183 0.099 -0.130 -0.0659
H 1.245 -0.255 -3.666 0.3393
C 1.590 -0.847 -1.583 0.8900
H -0.345 0.957 0.471 0.1890
C 0.627 1.387 -2.060 -0.0367
C -0.592 -1.000 0.523 0.7482
C -1.448 0.313 2.873 -0.7946
H -1.459 -2.847 1.699 0.3715
C 1.043 -1.150 -2.998 -1.5712
N -2.524 2.614 3.165 -0.4930
H 3.553 -0.183 -0.939 0.3709
H 1.148 -1.499 -0.837 0.1707
H -2.865 3.475 2.663 0.2782
C -1.667 -0.618 1.687 -0.1498
O -0.417 1.473 -2.582 -0.4833
H 3.801 -0.938 -2.437 0.3075
C 3.167 -1.016 -1.499 -1.3602
```

Results
Highest occupied orbital energy, eV: -9.5
Calculated total energy, eV: -22268.1835
LUMO level, eV: 0.5
Total charge: 0
Relative energy (zero: lowest compared OMol25 entry of this formula, charge and spin), eV: 2.310
Largest force on an atom, eV/A: 3.89

=====

Density functional theory data (the ωB97M-V functional and the def2-TZVPD basis) for the molecule C3H11N3O at a distorted geometry.

Geometry as XYZ:
```
18
Properties=species:S:1:pos:R:3:mulliken_charge:R:1
H -0.863 -1.817 1.487 0.4297
N -1.142 0.167 1.991 -0.6670
H -2.034 -0.014 2.447 0.2498
H 0.949 -1.697 0.103 0.3520
N 1.935 0.196 -1.452 -0.7571
C 0.612 -0.677 0.288 -0.7054
H 2.346 -0.691 -1.740 0.2402
H -1.217 1.079 1.548 0.2763
C -0.916 -0.842 0.996 -0.0177
H 0.530 1.945 -0.290 0.2668
C 0.373 0.067 -0.966 -0.1186
H 1.240 -0.167 1.021 0.3243
H -0.162 -0.507 -1.723 0.4017
N -0.100 1.390 -0.862 -0.5510
O -2.012 -0.896 0.110 -0.5935
H 2.558 0.687 -0.814 0.2312
H -0.068 1.818 -1.785 0.2695
H -2.029 -0.042 -0.359 0.3691
```

Results
Highest occupied orbital energy, eV: -8.7
Calculated total energy, eV: -9806.3054
LUMO level, eV: 1.0
Total charge: 0
Relative energy (zero: lowest compared OMol25 entry of this formula, charge and spin), eV: 1.696
Largest force on an atom, eV/A: 5.69